Computed, not measured: the ion C2H6OPS with charge +1 in a non-equilibrium geometry, with ωB97M-V/def2-TZVPD.

## Properties
HOMO-LUMO gap = 10.63 eV
Electronic energy = -894.24431 Ha
Maximum force = 1.3 eV Å⁻¹

Geometry as ORCA input:
```
! RIJCOSX wB97M-V def2-TZVPD def2/J DEFGRID3
* xyz 1 1
C -0.9889 2.0191 0.1981
C -0.3908 0.8621 0.4590
S -0.8042 -0.6409 -0.3926
P 1.0485 -1.7783 -0.0490
O 1.1168 -1.9177 1.4026
H -0.5195 2.9177 0.5604
H -1.9353 2.0707 -0.3160
H 0.3407 0.7376 1.2435
H -0.7845 -0.3703 -1.7157
H 0.8632 -2.9439 -0.8081
H 2.0539 -0.9562 -0.5821
*
```